Record 1
Entry from the Open Molecules 2025 dataset: 18 unconnected molecules or ions with the total composition C18H72O18 at a distorted geometry (wB97M-V/def2-TZVPD).

XYZ file:
```
108
Properties=species:S:1:pos:R:3:lowdin_charge:R:1
C -2.445 -9.935 -4.966 -0.223
O -2.655 -8.909 -5.833 -0.114
H -1.475 -10.376 -5.130 0.083
H -3.260 -10.703 -4.966 0.075
H -2.393 -9.637 -3.946 0.069
H -2.854 -9.251 -6.725 0.033
C -6.143 -10.993 -10.180 -0.144
O -5.569 -9.723 -9.970 -0.180
H -5.619 -11.909 -9.733 0.107
H -6.311 -11.186 -11.248 0.088
H -7.073 -11.038 -9.667 0.044
H -6.307 -9.048 -10.023 0.050
C -2.315 -2.340 -6.578 -0.115
O -3.145 -3.320 -7.094 -0.189
H -1.598 -2.189 -7.319 0.069
H -1.853 -2.806 -5.712 0.091
H -2.892 -1.516 -6.275 0.070
H -3.183 -3.949 -6.330 0.041
C -5.280 -5.316 -11.555 -0.165
O -4.460 -4.668 -12.524 -0.116
H -5.635 -6.264 -12.015 0.090
H -6.145 -4.761 -11.381 0.044
H -4.835 -5.623 -10.607 0.061
H -5.004 -4.466 -13.331 0.109
C -1.643 -6.315 -7.816 -0.174
O -0.457 -6.479 -8.512 -0.097
H -1.334 -6.174 -6.783 0.078
H -2.214 -7.303 -7.766 0.092
H -2.266 -5.501 -8.144 0.054
H 0.014 -7.255 -8.185 0.105
C -2.898 -7.712 -10.551 -0.175
O -2.454 -7.047 -11.699 -0.083
H -3.277 -6.947 -9.835 0.061
H -2.208 -8.340 -10.064 0.058
H -3.790 -8.314 -10.745 0.067
H -2.312 -6.145 -11.458 0.021
C -5.113 -7.113 -7.677 -0.104
O -4.767 -5.735 -7.896 -0.106
H -4.660 -7.708 -8.487 0.060
H -6.197 -7.259 -7.725 0.070
H -4.845 -7.536 -6.710 0.075
H -4.141 -5.547 -7.236 -0.013
C -6.099 -2.928 -6.264 -0.145
O -5.761 -1.539 -6.245 -0.118
H -6.988 -3.160 -6.853 0.064
H -6.103 -3.314 -5.244 0.081
H -5.325 -3.498 -6.780 0.038
H -5.176 -1.323 -5.463 0.106
C -4.366 -5.597 -4.534 -0.177
O -3.330 -5.275 -5.307 -0.111
H -5.227 -5.610 -5.257 0.088
H -4.666 -4.886 -3.783 0.091
H -4.223 -6.590 -4.126 0.085
H -2.540 -5.573 -4.824 0.132
C -5.594 -2.576 -9.634 -0.188
O -4.534 -1.909 -9.062 -0.113
H -5.518 -3.581 -9.388 0.028
H -5.611 -2.424 -10.661 0.071
H -6.495 -2.152 -9.237 0.080
H -4.410 -2.489 -8.250 0.052
C -7.850 -5.011 -8.601 -0.150
O -8.894 -5.912 -8.883 -0.104
H -8.156 -3.952 -8.474 0.092
H -7.068 -5.171 -9.292 0.046
H -7.337 -5.155 -7.641 0.066
H -9.370 -6.047 -8.048 0.096
C -2.400 -3.694 -10.137 -0.125
O -1.389 -4.679 -10.456 -0.120
H -2.074 -2.932 -9.436 0.067
H -3.336 -4.130 -9.812 0.050
H -2.512 -3.188 -11.088 0.088
H -1.088 -4.958 -9.564 0.043
C -3.183 -11.223 -7.924 -0.144
O -3.554 -9.883 -8.202 -0.162
H -3.366 -11.951 -8.707 0.081
H -3.649 -11.623 -7.056 0.048
H -2.095 -11.341 -7.679 0.102
H -4.099 -9.822 -9.022 0.052
C -5.180 -9.403 -3.571 -0.189
O -6.535 -9.286 -3.490 -0.086
H -4.796 -8.853 -4.436 0.071
H -4.656 -10.367 -3.510 0.093
H -4.738 -8.764 -2.865 0.073
H -6.723 -9.477 -2.567 0.127
C -6.387 -10.295 -6.781 -0.094
O -7.084 -9.317 -5.971 -0.138
H -6.665 -11.316 -6.754 0.074
H -5.390 -10.463 -6.328 0.069
H -6.333 -9.936 -7.808 0.066
H -6.902 -9.427 -5.047 -0.007
C -9.392 -9.821 -8.400 -0.130
O -9.100 -8.542 -7.846 -0.120
H -9.006 -10.000 -9.393 0.057
H -10.404 -10.050 -8.401 0.060
H -8.990 -10.519 -7.702 0.067
H -8.263 -8.657 -7.352 0.039
C -7.896 -6.734 -4.776 -0.135
O -7.706 -5.829 -3.660 -0.114
H -8.560 -6.316 -5.519 0.078
H -8.338 -7.704 -4.452 0.088
H -6.974 -6.976 -5.201 0.022
H -7.013 -6.272 -3.148 0.062
C -8.074 -8.130 -11.209 -0.163
O -7.393 -7.843 -10.052 -0.146
H -9.116 -8.434 -11.059 0.089
H -7.656 -8.962 -11.728 0.075
H -8.117 -7.293 -11.906 0.092
H -7.800 -6.994 -9.753 0.063
```

## Properties
- E_tot (a.u.) = -2082.88261
- HOMO-LUMO gap (eV) = 8.8
- strongest force on any atom (eV Å⁻¹) = 4.57
- HOMO energy (eV) = -8.97
- ΔE to the lowest compared entry with this formula, charge and spin (kcal/mol) = 235.2

***

Record 2
Entry from the Open Molecules 2025 dataset: 16 unconnected molecules or ions with the total composition C18H7Cl60NO2 at a distorted geometry (wB97M-V/def2-TZVPD).

XYZ file:
```
88
Properties=species:S:1:pos:R:3:lowdin_charge:R:1
C -0.586 2.255 -1.919 -0.123
N -1.377 1.225 -2.626 0.025
C -2.683 1.155 -2.273 -0.715
O -3.325 0.182 -2.465 0.118
O -3.190 2.256 -1.744 -0.110
C -4.536 2.505 -2.131 -0.108
H -0.456 3.096 -2.568 0.034
H -0.990 2.534 -0.970 0.042
H 0.393 1.859 -1.769 0.050
H -1.020 0.305 -2.456 0.066
H -4.777 3.498 -1.856 0.003
H -5.199 1.824 -1.660 0.088
H -4.637 2.355 -3.182 0.066
C -5.929 -2.004 1.637 -2.065
Cl -6.735 -2.533 0.163 0.533
Cl -4.185 -2.189 1.462 0.510
Cl -6.313 -0.308 1.953 0.516
Cl -6.483 -2.993 2.994 0.512
C 1.914 -1.119 -0.354 -2.008
Cl 0.429 -1.580 -1.182 0.562
Cl 3.191 -0.870 -1.545 0.512
Cl 1.639 0.371 0.555 0.537
Cl 2.409 -2.404 0.762 0.485
C -0.943 -3.277 4.283 -2.025
Cl -1.575 -1.686 4.700 0.503
Cl -0.195 -4.018 5.697 0.525
Cl -2.260 -4.320 3.739 0.515
Cl 0.252 -3.099 2.992 0.462
C -3.980 -0.530 7.556 -2.059
Cl -2.911 -1.887 7.916 0.509
Cl -3.082 0.722 6.686 0.499
Cl -5.322 -1.085 6.556 0.523
Cl -4.601 0.143 9.064 0.532
C -0.178 -5.969 -0.812 -2.035
Cl 0.730 -5.284 -2.163 0.517
Cl -1.802 -6.400 -1.346 0.523
Cl 0.656 -7.410 -0.224 0.522
Cl -0.295 -4.792 0.503 0.465
C -2.628 5.627 -0.944 -1.978
Cl -3.232 5.427 -2.592 0.578
Cl -0.929 5.156 -0.893 0.567
Cl -2.795 7.317 -0.459 0.539
Cl -3.550 4.603 0.154 0.580
C -6.323 7.477 2.100 -2.063
Cl -6.289 8.546 0.696 0.517
Cl -6.320 5.798 1.557 0.502
Cl -4.897 7.770 3.098 0.521
Cl -7.780 7.791 3.044 0.527
C -3.600 -9.286 1.248 -2.066
Cl -2.000 -10.031 1.242 0.518
Cl -4.300 -9.386 -0.369 0.520
Cl -4.641 -10.131 2.395 0.526
Cl -3.455 -7.593 1.719 0.503
C 5.183 -5.778 -1.823 -2.042
Cl 4.794 -7.389 -1.218 0.531
Cl 6.936 -5.554 -1.800 0.519
Cl 4.563 -5.602 -3.469 0.493
Cl 4.429 -4.561 -0.794 0.498
C 2.734 4.256 1.790 -2.021
Cl 4.227 3.326 1.858 0.523
Cl 2.193 4.375 0.113 0.510
Cl 1.521 3.440 2.780 0.503
Cl 2.989 5.894 2.417 0.513
C 2.154 0.146 6.306 -2.048
Cl 2.050 1.157 4.860 0.488
Cl 2.277 -1.556 5.869 0.516
Cl 3.595 0.610 7.216 0.530
Cl 0.717 0.393 7.303 0.518
C 6.012 2.014 -3.027 -2.048
Cl 4.838 3.012 -2.166 0.502
Cl 5.226 0.540 -3.597 0.504
Cl 6.650 2.907 -4.407 0.538
Cl 7.337 1.587 -1.940 0.516
C 7.396 6.071 0.642 -2.048
Cl 7.336 7.130 -0.768 0.532
Cl 7.411 4.388 0.113 0.491
Cl 8.852 6.416 1.581 0.532
Cl 5.959 6.325 1.630 0.489
C -2.420 2.066 -6.283 -2.029
Cl -1.384 2.845 -7.483 0.527
Cl -4.045 1.874 -6.946 0.531
Cl -1.765 0.482 -5.886 0.559
Cl -2.505 3.089 -4.840 0.582
C 7.089 -4.703 -6.800 -2.057
Cl 7.140 -4.552 -5.045 0.482
Cl 5.599 -5.529 -7.270 0.519
Cl 7.127 -3.097 -7.535 0.524
Cl 8.479 -5.638 -7.355 0.528
```

## Properties
- E_tot (a.u.) = -28506.65185
- HOMO-LUMO gap (eV) = 9.8
- strongest force on any atom (eV Å⁻¹) = 2.96
- HOMO energy (eV) = -9.94
- ΔE to the lowest compared entry with this formula, charge and spin (kcal/mol) = 0.0

***

The lowest HOMO-LUMO gap belongs to which entry? C18H72O18

***

The lowest E_tot belongs to which entry? C18H7Cl60NO2

***

The highest ΔE to the lowest compared entry with this formula, charge and spin belongs to which entry? C18H72O18